## one
C6H8N2 | ωB97M-V/def2-TZVPD

The value obtained for the LUMO energy is 0.6 eV. The spin multiplicity is 1. Its net charge is 0. The calculation puts the orbital gap at 9.5 eV.

Geometry as XYZ:
```
16
Properties=species:S:1:pos:R:3:nbo_charge:R:1
C -0.26638 -2.38355 0.43745 0.215
C 0.09690 -2.37685 -2.04431 -0.361
C -0.19541 -1.80179 -0.86603 -0.143
C -1.42637 0.91312 -1.26599 -0.452
C -1.39838 0.52896 0.20834 -0.463
C -0.23335 0.25004 -0.61610 0.225
N -0.25096 -2.92303 1.46865 -0.306
N 1.04167 0.95601 -0.59439 -0.858
H 0.17591 -1.77744 -2.97950 0.218
H 0.06864 -3.46667 -2.09158 0.213
H -2.06980 0.28579 -1.93558 0.222
H -1.48789 1.98628 -1.59130 0.239
H -1.35383 1.20489 1.05570 0.232
H -1.84541 -0.48546 0.49639 0.238
H 1.47452 1.15150 0.34810 0.387
H 1.73312 0.81412 -1.35371 0.394
```

## two
C6H8N2 | ωB97M-V/def2-TZVPD

The value obtained for the LUMO energy is 0.3 eV. The spin multiplicity is 1. Its net charge is 0. The calculation puts the orbital gap at 8.6 eV.

Geometry as XYZ:
```
16
Properties=species:S:1:pos:R:3:nbo_charge:R:1
C -1.74887 0.32594 1.00396 -0.630
C -0.36213 -0.17071 1.05886 -0.081
C 0.03243 -1.25135 1.84188 -0.394
C 0.98587 0.09205 0.01871 0.303
C 0.79289 0.24714 -1.34099 -0.500
C -0.49637 0.26728 -1.82832 0.261
H -2.09433 0.31021 0.01276 0.235
H -2.09034 1.56025 1.49926 0.237
H -2.49703 -0.73561 1.57046 0.219
H 1.18961 -1.37752 1.93776 0.224
H -0.61823 -1.54482 2.78881 0.211
H 1.55689 1.03473 1.59828 0.439
H 2.98453 0.57289 0.18353 0.416
H 1.66750 0.42451 -1.89008 0.229
N 2.07680 0.40656 0.65307 -0.830
N -1.40844 -0.02182 -2.39955 -0.341
```

## three
C6H8N2 | ωB97M-V/def2-TZVPD

The value obtained for the LUMO energy (spin up / spin down) is -1.1 / -1.4 eV. The spin multiplicity is 1. Its net charge is 0. The calculation puts the orbital gap (spin up / spin down) at 6.3 / 5.9 eV.

Geometry as XYZ:
```
16
Properties=species:S:1:pos:R:3:nbo_charge:R:1
C 0.51830 0.68207 -0.16747 0.100
C 0.71418 -0.02389 0.96892 -0.097
C -1.44483 1.89173 -2.97092 -0.513
C 1.01732 -2.05791 2.42364 -0.427
C -0.89571 0.82491 -2.50265 0.058
C 1.07194 -1.37265 1.24403 -0.208
N 0.66749 1.88583 0.57347 -0.491
N 0.59310 1.13040 1.81743 -0.432
H -1.89168 1.97540 -3.91194 0.237
H -1.43478 2.88450 -2.54480 0.241
H 1.46012 -2.98692 2.60916 0.191
H 0.57473 -1.82950 3.40503 0.198
H -0.85310 -0.20359 -2.57198 0.199
H 1.53498 -1.68470 0.30498 0.222
H -0.00129 2.66319 0.47461 0.357
H 1.24221 1.33127 2.59806 0.366
```

## four
C6H8N2 | ωB97M-V/def2-TZVPD

The value obtained for the LUMO energy (spin up / spin down) is 0.6 / 0.6 eV. The spin multiplicity is 1. Its net charge is 0. The calculation puts the orbital gap (spin up / spin down) at 8.4 / 8.4 eV.

Geometry as XYZ:
```
16
Properties=species:S:1:pos:R:3:nbo_charge:R:1
C 2.53768 -0.25799 0.06322 0.285
C 0.32324 -1.51891 0.16742 -0.416
C -1.01175 -0.91831 0.60662 -0.421
C 0.58359 0.52651 -1.36179 -0.426
C 1.14864 -0.28431 -0.19476 -0.219
C 0.21545 0.90598 0.00498 0.262
N 3.65629 -0.25957 0.32018 -0.327
N 0.37522 2.10404 0.63877 -0.804
H 0.79947 -2.08534 0.97183 0.217
H 0.21487 -2.17844 -0.69763 0.210
H -1.87423 -1.05889 -0.01756 0.195
H -1.18184 -0.81981 1.66359 0.195
H 1.27956 1.18455 -1.86881 0.240
H -0.11506 0.04041 -2.02660 0.230
H -0.23280 2.84799 0.32708 0.389
H 0.50130 2.06663 1.63904 0.391
```

Name the least stable of them. three.

## one
C6H8N2 | ωB97M-V/def2-TZVPD

The value obtained for the LUMO energy is 0.9 eV. The spin multiplicity is 1. Its net charge is 0. The calculation puts the orbital gap at 9.9 eV. Its structure (SMILES) is C=C[C@@H]1N=CN2C[C@@H]12.

Geometry as XYZ:
```
16
Properties=species:S:1:pos:R:3:nbo_charge:R:1
C -2.67166 -0.55122 -0.31276 -0.398
C -2.07595 0.50116 0.14496 -0.170
C -0.52154 0.36980 0.42716 -0.107
N 0.41629 1.34842 0.00858 -0.481
C 1.57387 0.92324 -0.32832 0.206
N 1.71756 -0.39000 -0.75279 -0.380
C 1.51373 -1.00571 0.67101 -0.283
C 0.28489 -0.94473 -0.14301 -0.108
H -3.77690 -0.57275 -0.53877 0.210
H -2.09935 -1.35167 -0.67388 0.181
H -2.41651 1.49301 0.63619 0.227
H -0.45696 0.54666 1.62111 0.205
H 2.27690 1.92306 -0.42544 0.235
H 1.78830 -2.14321 0.76907 0.203
H 1.53522 -0.66769 1.67884 0.228
H -0.40779 -1.69155 -0.61182 0.233
```

## two
C6H8N2 | ωB97M-V/def2-TZVPD

The value obtained for the LUMO energy is 0.8 eV. The spin multiplicity is 1. Its net charge is 0. The calculation puts the orbital gap at 11.0 eV.

Geometry as XYZ:
```
16
Properties=species:S:1:pos:R:3:nbo_charge:R:1
C -2.37853 -0.05884 -0.21778 0.289
C -1.00983 0.07766 -0.49587 -0.366
C -0.21012 0.85516 0.63050 -0.020
C 1.15948 0.83839 -0.12349 -0.424
C 1.19682 -0.66417 -0.51516 -0.440
C -0.18510 -1.04359 0.06366 -0.043
H -0.80929 0.39849 -1.55895 0.248
H -0.66467 1.77870 1.03016 0.225
H 1.12413 1.56357 -1.02944 0.207
H 1.97374 1.19030 0.48020 0.216
H 1.98936 -1.22540 -0.05543 0.213
H 1.43168 -0.63481 -1.59208 0.224
H -0.53805 -2.09385 0.01504 0.218
H 0.69386 -0.57874 1.94637 0.348
N -3.51557 0.04351 0.00581 -0.313
N -0.25792 -0.44638 1.41647 -0.581
```

Name the least stable of them. one.

## one
C6H8N2 | ωB97M-V/def2-TZVPD

The value obtained for the LUMO energy is 1.1 eV. The spin multiplicity is 1. Its net charge is 0. The calculation puts the orbital gap at 9.1 eV. Its structure (SMILES) is Nc1cc2n(c1)CC2.

Geometry as XYZ:
```
16
Properties=species:S:1:pos:R:3:nbo_charge:R:1
N 0.00186 1.96642 -2.04695 -0.784
C -0.27626 1.01509 -1.14252 0.082
C -0.86071 -0.25330 -1.17459 -0.359
C -0.04842 -1.04506 -0.21938 0.176
N 0.82418 -0.24530 0.38050 -0.313
C 0.63335 1.08211 -0.11952 -0.184
C 0.59612 -0.82161 1.76737 -0.217
C -0.41528 -1.60169 1.17211 -0.406
H 0.67429 2.60838 -1.64293 0.385
H -0.99540 2.28855 -2.33257 0.373
H -1.78704 -0.78864 -1.74257 0.233
H 1.77288 1.54669 -0.16795 0.195
H 0.20568 -0.22217 2.45056 0.207
H 1.42354 -1.48849 1.96931 0.204
H -1.28565 -1.18284 1.58598 0.214
H -0.46313 -2.85816 1.26315 0.191
```

## two
C6H8N2 | ωB97M-V/def2-TZVPD

The value obtained for the LUMO energy is 0.9 eV. The spin multiplicity is 1. Its net charge is 0. The calculation puts the orbital gap at 8.5 eV. Its structure (SMILES) is Cc1[nH]cc2c1NC2.

Geometry as XYZ:
```
16
Properties=species:S:1:pos:R:3:nbo_charge:R:1
C 0.47567 -0.47596 2.43034 -0.667
C -0.03791 -0.43090 0.99666 0.060
N -0.18916 -1.58235 0.39740 -0.474
C -0.39833 -1.35304 -0.94676 -0.080
C -0.17071 -0.01910 -1.19139 -0.137
C 0.30522 0.46093 0.01169 0.067
N 0.40027 1.89316 -0.45514 -0.613
C -0.33854 1.40948 -1.84050 -0.217
H 0.72567 0.53695 2.89778 0.231
H 1.59403 -0.78982 2.39571 0.226
H -0.20172 -1.01547 3.29290 0.220
H -0.38989 -2.38685 0.80800 0.395
H -0.93528 -2.24261 -1.30112 0.203
H -0.06776 2.58963 0.11180 0.359
H -1.38400 1.83947 -1.68509 0.208
H 0.16884 1.74453 -2.87602 0.221
```

## three
C6H8N2 | ωB97M-V/def2-TZVPD

The value obtained for the LUMO energy is 0.4 eV. The spin multiplicity is 1. Its net charge is 0. The calculation puts the orbital gap at 8.4 eV. Its structure (SMILES) is [H]/N=C(\C#C)NC(=C)C.

Geometry as XYZ:
```
16
Properties=species:S:1:pos:R:3:nbo_charge:R:1
H 3.01667 -1.91030 0.15180 0.354
N 1.94982 -2.04647 0.13944 -0.646
C 1.38905 -0.90623 0.05624 0.341
C 1.92882 0.36072 -0.03486 -0.129
C 2.19354 1.55024 -0.16895 -0.139
N -0.05123 -1.05402 -0.09205 -0.589
C -1.15736 -0.27809 -0.08879 0.154
C -2.33863 -0.80474 -0.07726 -0.503
C -0.95633 1.20238 0.23221 -0.656
H 2.37967 2.73087 -0.37207 0.284
H 0.02435 -1.98741 -0.21072 0.410
H -2.79858 -1.74592 -0.63892 0.238
H -2.96163 0.18233 0.44059 0.195
H -0.85471 1.66720 -0.81808 0.226
H -1.83825 1.75928 0.54473 0.232
H 0.07480 1.28014 0.93671 0.229
```

Name the least stable of them. three.